This record from the Open Molecules 2025 dataset describes C6H8 in the gas phase in a non-equilibrium geometry. The level of theory is ωB97M-V/def2-TZVPD.

```
14
Properties=species:S:1:pos:R:3:forces:R:3
C -1.20187 0.57579 -2.52912 -0.334 0.044 0.368
C -1.41130 0.28769 -1.37901 0.309 0.075 -0.749
C -1.20276 -0.28471 -0.05706 0.005 0.101 -0.011
C 0.29994 -0.41440 0.15121 0.004 -0.219 0.038
C 0.78224 -0.26972 1.56947 0.020 -0.119 0.214
C 1.43031 0.53623 0.48907 0.043 0.171 -0.089
H -1.02332 0.83617 -3.54216 -0.122 0.092 -0.076
H -1.73689 0.19015 0.77280 0.168 0.257 -0.320
H -1.56025 -1.32569 -0.08205 -0.084 0.272 0.078
H 0.64203 -1.10888 -0.61445 0.256 -0.561 0.808
H 1.30051 -1.00516 2.17625 0.102 -0.018 -0.317
H 0.05470 0.31455 2.13525 0.167 -0.279 0.049
H 1.43395 1.62218 0.47605 -0.363 -0.141 0.064
H 2.36936 0.09835 0.14794 -0.171 0.325 -0.055
```
Positions in Å, forces in eV/Å.

Output
HOMO level in eV: -9.6776
Charge: 0
Energy above the lowest of the compared OMol25 structures with the same formula, charge and spin in eV: 2.506
Structure (SMILES): C#CCC1CC1
Kohn-Sham gap in Eh: 0.3979

Löwdin charges, unit e, in atom order: C 0.108; C -0.145; C -0.197; C -0.304; C -0.131; C -0.116; H 0.020; H 0.113; H 0.125; H 0.134; H 0.095; H 0.100; H 0.098; H 0.100

=====

This record from the Open Molecules 2025 dataset describes C6H8 in the gas phase in a non-equilibrium geometry. The level of theory is ωB97M-V/def2-TZVPD.

```
14
Properties=species:S:1:pos:R:3:forces:R:3
C -2.52063 -0.57353 -0.74863 -0.021 2.976 -1.689
C -1.35240 0.14844 -0.76946 -0.424 1.012 -0.208
C 2.14615 0.47123 0.87205 -0.773 0.000 2.406
C -0.22365 -0.01528 0.14245 -1.599 -0.684 -0.395
C 2.01424 -0.54188 -0.12397 -0.376 -0.219 0.068
C 0.98218 0.62228 -0.14580 0.979 -0.940 0.019
H -3.42613 -0.12644 -1.35211 1.870 -1.482 1.269
H -2.58555 -1.42385 -0.11748 -0.453 -0.628 0.377
H -1.24656 1.08148 -1.45748 -0.359 -1.799 1.111
H 2.03673 0.53710 2.03388 -0.470 -0.924 -1.925
H 2.91786 1.14549 0.68348 1.109 1.370 -0.860
H -0.32346 -0.73970 0.96258 0.198 0.478 -0.263
H 1.75122 -1.58937 -0.01424 0.007 0.074 0.117
H 0.97170 1.26920 -0.99749 0.311 0.766 -0.028
```
Positions in Å, forces in eV/Å.

Output
HOMO level (alpha / beta) in eV: -7.2105 / -8.1107
Charge: 0
Energy above the lowest of the compared OMol25 structures with the same formula, charge and spin in eV: 4.547
Kohn-Sham gap (alpha / beta) in Eh: 0.2596 / 0.2959

Löwdin charges, unit e, in atom order: C -0.003; C -0.190; C -0.169; C -0.102; C -0.009; C -0.304; H 0.092; H 0.033; H 0.128; H 0.136; H 0.071; H 0.124; H 0.072; H 0.121

=====

This record from the Open Molecules 2025 dataset describes C6H8 in the gas phase in a non-equilibrium geometry. The level of theory is ωB97M-V/def2-TZVPD.

```
14
Properties=species:S:1:pos:R:3:forces:R:3
C 1.52108 0.58264 0.43302 -0.414 0.494 -0.250
C 0.72524 0.02960 -0.70114 -0.286 -0.153 -0.236
C -0.24872 -1.13939 -0.61825 0.015 -0.417 0.138
C -1.35359 -0.62191 0.29357 0.125 -0.597 0.676
C -1.02692 0.53302 0.85635 -0.368 -0.469 -0.176
C 0.06702 1.14272 0.06294 -0.577 -0.049 -0.411
H 1.63844 -0.06791 1.32692 -0.730 0.893 -0.364
H 2.44477 1.13017 0.23175 -0.418 -0.057 -0.212
H 1.10372 0.34542 -1.67342 -0.214 -0.298 0.087
H 0.17748 -2.00607 -0.11575 0.154 -0.355 -0.191
H -0.56984 -1.45763 -1.61820 -0.068 0.074 0.212
H -2.21242 -1.20227 0.58255 -0.153 -0.344 -0.008
H -1.57691 1.09737 1.60944 0.062 -0.272 -0.204
H -0.68935 1.63423 -0.66979 2.872 1.551 0.940
```
Positions in Å, forces in eV/Å.

Output
HOMO level in eV: -8.8979
Charge: 0
Energy above the lowest of the compared OMol25 structures with the same formula, charge and spin in eV: 2.452
Structure (SMILES): C1=C[C@H]2C[C@H]2C1
Kohn-Sham gap in Eh: 0.3711

Löwdin charges, unit e, in atom order: C -0.026; C -0.300; C -0.144; C -0.101; C -0.121; C -0.231; H 0.118; H 0.086; H 0.134; H 0.103; H 0.107; H 0.091; H 0.106; H 0.179

=====

This record from the Open Molecules 2025 dataset describes C6H8 in the gas phase in a non-equilibrium geometry. The level of theory is ωB97M-V/def2-TZVPD.

```
14
Properties=species:S:1:pos:R:3:forces:R:3
C -2.35987 -0.07403 1.67751 -0.318 0.440 0.373
C -1.21130 0.30010 1.57960 -0.915 -1.221 -0.407
C -0.30085 -0.56214 0.73498 0.603 -0.130 -0.108
C 0.00131 0.09685 -0.57389 0.040 0.016 -0.046
C 1.31230 -0.23283 -1.20788 0.198 -0.131 -0.178
C 1.08238 1.12132 -0.58729 0.125 0.234 0.004
H -3.24523 -0.64862 1.59007 -0.710 0.422 0.469
H 0.59159 -0.81460 1.30221 0.341 0.137 -0.196
H -0.82683 -1.50752 0.53545 0.340 0.194 0.111
H -0.86188 0.25782 -1.21973 0.206 -0.046 0.147
H 1.35611 -0.31099 -2.28809 0.057 0.066 0.104
H 1.94299 -0.93874 -0.67358 -0.040 0.136 -0.130
H 1.54496 1.33525 0.37287 0.014 -0.017 -0.191
H 0.97432 1.97813 -1.24225 0.058 -0.100 0.048
```
Positions in Å, forces in eV/Å.

Output
HOMO level in eV: -9.7613
Charge: 0
Energy above the lowest of the compared OMol25 structures with the same formula, charge and spin in eV: 3.471
Structure (SMILES): C#CCC1CC1
Kohn-Sham gap in Eh: 0.3802

Löwdin charges, unit e, in atom order: C 0.107; C -0.100; C -0.234; C -0.340; C -0.122; C -0.120; H 0.046; H 0.110; H 0.112; H 0.143; H 0.095; H 0.100; H 0.105; H 0.098

=====

This record from the Open Molecules 2025 dataset describes C6H8AgO6 as an isolated structure in a non-equilibrium geometry. The level of theory is ωB97M-V/def2-TZVPD.

```
21
Properties=species:S:1:pos:R:3:forces:R:3
O 0.08027 -0.68701 2.38583 -0.177 -0.632 -0.138
C 0.36156 0.50677 2.85209 0.286 0.338 0.310
O 0.34852 0.74014 4.04219 -0.085 -0.014 -0.086
O 0.68903 1.47124 2.00376 -0.033 0.208 0.130
C 0.80096 1.25849 0.63173 -0.098 -0.267 -0.251
C -0.24963 1.40698 -0.16599 -0.020 -0.154 0.295
C -0.15750 1.26728 -1.65356 0.199 0.085 -0.203
C -1.10630 0.26342 -2.23903 -0.015 0.184 -0.375
O -0.76881 -1.16110 -1.68736 -1.066 -1.054 1.026
C 0.22958 -1.81137 -1.89820 3.044 1.353 -1.815
O 1.28843 -1.93016 -2.37113 -2.126 -0.719 1.189
Ag -0.09240 -0.08922 6.07846 0.044 0.079 -0.104
H 0.09076 -0.74020 1.41719 -0.020 0.337 0.075
H 1.81846 1.03805 0.30527 -0.201 0.140 0.069
H -1.22091 1.66064 0.26799 0.244 -0.001 -0.080
H 0.87248 1.07027 -1.98580 -0.239 0.099 0.059
H -0.46363 2.21441 -2.13106 0.113 -0.140 0.060
H -1.02965 0.14920 -3.32337 -0.052 0.026 0.223
H -2.14100 0.34837 -1.90101 0.230 -0.075 -0.110
O -0.04304 -3.45213 -0.63262 -0.283 0.397 -0.466
H 0.69281 -3.52407 0.00463 0.257 -0.191 0.192
```
Positions in Å, forces in eV/Å.

Output
HOMO level (alpha / beta) in eV: -17.4558 / -17.4556
Spin multiplicity: 2
<S²>: 0.75
Charge: +2
Energy above the lowest of the compared OMol25 structures with the same formula, charge and spin in eV: 0.000
Kohn-Sham gap (alpha / beta) in Eh: 0.3526 / 0.2560

Löwdin charges, unit e, in atom order: O 0.188; C -0.585; O 0.047; O 0.114; C -0.077; C -0.028; C -0.142; C 0.036; O 0.136; C -0.288; O 0.327; Ag 0.921; H 0.113; H 0.159; H 0.155; H 0.143; H 0.163; H 0.159; H 0.154; O 0.202; H 0.102

=====

This record from the Open Molecules 2025 dataset describes C6H8BIrN4S4Sb as an isolated structure. The level of theory is ωB97M-V/def2-TZVPD.

```
25
Properties=species:S:1:pos:R:3:forces:R:3
Ir 0.77110 0.38834 -1.04639 -0.264 -0.133 0.280
B -1.39268 -0.70183 1.68455 0.002 0.001 -0.014
N -1.47450 0.72630 1.06431 0.090 0.008 -0.088
C -2.36245 1.59498 1.54228 -0.041 -0.058 0.083
C -2.24780 2.79030 0.85871 -0.023 0.037 0.002
C -1.23254 2.56111 -0.05148 0.129 -0.125 -0.074
N -0.76080 1.30659 0.06893 -0.424 0.158 0.365
N -0.29100 -1.61607 1.06694 0.060 0.067 -0.088
C -0.11894 -2.84538 1.54725 -0.071 0.002 0.082
C 0.91194 -3.46345 0.86572 0.016 -0.041 0.003
C 1.33057 -2.51182 -0.04579 -0.023 0.177 -0.074
N 0.60046 -1.38758 0.07194 -0.126 -0.434 0.366
H -2.46475 -1.24369 1.52139 0.023 0.012 -0.022
H -1.14581 -0.57578 2.86475 -0.003 -0.002 -0.027
H -3.01490 1.29552 2.34613 -0.003 0.022 -0.010
H -2.81448 3.69303 1.00272 0.010 -0.004 -0.010
H -0.81350 3.22563 -0.78387 0.033 -0.002 -0.026
H -0.74782 -3.19151 2.35115 0.016 -0.015 -0.010
H 1.30230 -4.45494 1.01185 0.002 0.010 -0.010
H 2.11478 -2.57003 -0.77738 0.018 0.027 -0.026
S 4.90388 2.47504 -2.97349 -0.338 -0.171 -0.064
Sb 2.94370 1.48341 -3.58031 0.288 0.145 0.261
S 2.36368 -0.59508 -2.21915 0.323 0.081 -0.187
S 0.92521 2.25167 -2.22252 0.258 0.211 -0.188
S 2.71435 1.36525 -6.16824 0.048 0.024 -0.524
```
Positions in Å, forces in eV/Å.

Output
HOMO level (alpha / beta) in eV: -3.0795 / -4.9432
Spin multiplicity: 5
<S²>: 6.03
Charge: -1
Kohn-Sham gap (alpha / beta) in Eh: 0.2107 / 0.2218

Löwdin charges, unit e, in atom order: Ir 0.637; B -0.417; N -0.077; C -0.106; C -0.059; C -0.204; N -0.173; N -0.077; C -0.106; C -0.059; C -0.204; N -0.173; H 0.067; H 0.068; H 0.122; H 0.090; H 0.020; H 0.122; H 0.090; H 0.020; S -0.315; Sb 0.042; S -0.055; S -0.055; S -0.200

=====

Across the entries above, calculated total energy takes the values -6348.27765 -6346.23711 -6348.33166 -6347.31251 -22614.16203 -65708.61918 eV, respectively.